# 1
Computed, not measured: C23H22IIrN2O2S2 as an isolated structure at a distorted geometry, with ωB97M-V with the def2-TZVPD basis set.

The multiplicity is 6. The molar mass comes out at 741.696 g mol⁻¹. The frontier orbital gap (spin up / spin down) comes out at 8.48 / 4.71 eV. Its charge is +1.

Element x y z (Å)
Ir 0.44375 -0.57207 -0.01453
I -4.12035 -2.59133 5.69962
S 2.10112 -0.30854 -1.76234
S -1.28181 -2.10666 -0.94250
O 1.28119 -2.15316 1.06017
O 0.99225 -4.36122 1.19917
N -1.12620 0.87526 -1.23982
N 1.13745 1.63211 0.44174
C -2.53963 -2.78210 4.32622
C -0.94398 -1.77640 2.86401
C -2.06403 -4.04109 3.99465
C -1.98664 -1.64082 3.76763
C 0.69384 -3.23255 1.51282
C -1.70447 -1.22652 -2.36246
C -0.36009 2.09690 -1.52837
C 0.33212 2.64444 -0.28795
C -0.45691 -3.03036 2.50983
C 4.42588 0.95066 -1.25947
C 2.54781 1.70330 0.08254
C 5.25845 1.83917 -0.61227
C -1.53415 0.17090 -2.43322
C -2.45289 -1.27298 -4.65337
C -2.31978 1.16683 -0.41550
C 4.73767 2.67517 0.36694
C -2.26748 0.10181 -4.72718
C -1.02081 -4.16041 3.08917
C -1.82003 0.81884 -3.62069
C 3.39205 2.61095 0.70167
C 3.06961 0.86058 -0.91619
C -2.19237 -1.93306 -3.47086
C 0.93243 1.75753 1.90681
H -2.35242 -0.66142 4.04613
H 4.80879 0.29273 -2.02840
H 0.97146 3.46920 -0.60725
H -2.33284 -3.00250 -3.38379
H -1.01432 2.88763 -1.91054
H 1.08957 2.77910 2.26149
H 5.37455 3.38551 0.87637
H -2.48499 0.63298 -5.64385
H -2.02571 1.58303 0.54695
H -0.63499 -5.13082 2.80947
H -0.49752 -0.87715 2.44171
H -0.40691 3.05353 0.40069
H -2.97398 1.88018 -0.92746
H 3.00746 3.28906 1.45150
H -2.87852 0.25082 -0.23941
H -0.09033 1.47387 2.15071
H -2.80166 -1.82522 -5.51499
H -2.50573 -4.92487 4.43392
H 6.30706 1.88950 -0.87046
H 1.62207 1.09489 2.42608
H -1.71316 1.89128 -3.70364
H 0.37816 1.85343 -2.29152

Cartesian forces, eV/Å:
0.8635 -0.5243 -0.3158
0.2319 -0.0328 -0.2028
-0.7177 -0.2514 0.6916
0.3017 0.2449 -0.3383
0.0337 1.2288 -0.7953
0.2540 0.4364 -0.1658
-0.0112 -0.1124 -0.1141
-0.0836 -0.3223 0.1524
-0.3162 0.0749 0.2698
0.0689 0.0405 -0.1024
0.0388 -0.0871 -0.0548
0.0292 0.0298 -0.0327
-1.1951 -0.8643 0.9108
-0.0376 -0.1606 0.4494
0.1242 0.0745 0.0882
-0.2054 -0.0192 -0.1645
0.4813 0.1411 -0.3253
-0.0531 -0.0187 -0.0012
0.2369 -0.0885 -0.1452
0.0151 0.0780 0.0408
0.0589 0.0936 -0.0858
-0.0060 -0.0446 -0.0622
-0.1193 0.0396 0.0980
-0.0116 -0.0185 -0.0112
0.0238 -0.0419 0.0476
-0.0940 0.0096 -0.0245
0.0547 0.0855 0.0917
-0.0953 0.0623 0.0343
-0.0274 0.0731 -0.0413
-0.0767 -0.0576 -0.0504
0.0598 0.1300 0.1087
-0.0112 -0.0196 -0.0121
0.0044 0.0127 -0.0006
0.0095 0.0453 0.1042
-0.0075 0.0084 -0.0235
0.0282 0.0131 -0.0362
0.0293 -0.0024 -0.0480
0.0107 -0.0045 -0.0189
-0.0043 -0.0207 -0.0105
0.0233 -0.0444 -0.0197
0.0042 -0.0092 0.0200
0.0282 -0.0726 0.0725
0.0268 -0.0325 0.0364
0.0331 -0.0007 -0.0031
0.0085 -0.0228 0.0245
0.0442 -0.0184 0.0240
-0.0033 0.0004 -0.0322
-0.0104 0.0141 0.0096
0.0147 0.0086 0.0145
-0.0039 -0.0148 -0.0048
-0.0316 -0.0471 -0.0182
0.0095 0.0007 0.0038
-0.0287 0.0082 -0.0313

Want to see where the charge sits? The Löwdin charges in e are: atom 1 (Ir): 1.03, atom 2 (I): 0.88, atom 3 (S): 0.79, atom 4 (S): 0.88, atom 5 (O): -0.25, atom 6 (O): 0.10, atom 7 (N): -0.27, atom 8 (N): -0.26, atom 9 (C): -0.72, atom 10 (C): -0.07, atom 11 (C): -0.13, atom 12 (C): -0.15, atom 13 (C): -0.62, atom 14 (C): -0.58, atom 15 (C): -0.19, atom 16 (C): -0.14, atom 17 (C): -0.15, atom 18 (C): -0.09, atom 19 (C): -0.28, atom 20 (C): -0.05, atom 21 (C): -0.29, atom 22 (C): -0.04, atom 23 (C): -0.03, atom 24 (C): -0.03, atom 25 (C): -0.02, atom 26 (C): 0.00, atom 27 (C): 0.00, atom 28 (C): -0.01, atom 29 (C): -0.57, atom 30 (C): -0.07, atom 31 (C): -0.07, atom 32 (H): 0.09, atom 33 (H): 0.11, atom 34 (H): 0.14, atom 35 (H): 0.12, atom 36 (H): 0.13, atom 37 (H): 0.10, atom 38 (H): 0.12, atom 39 (H): 0.12, atom 40 (H): 0.08, atom 41 (H): 0.13, atom 42 (H): 0.06, atom 43 (H): 0.12, atom 44 (H): 0.11, atom 45 (H): 0.12, atom 46 (H): 0.09, atom 47 (H): 0.08, atom 48 (H): 0.12, atom 49 (H): 0.10, atom 50 (H): 0.12, atom 51 (H): 0.11, atom 52 (H): 0.12, atom 53 (H): 0.11

---

# 2
Computed, not measured: C23H22IN4O4Ru as an isolated structure at a distorted geometry, with ωB97M-V with the def2-TZVPD basis set.

The multiplicity is 6. The molar mass comes out at 646.427 g mol⁻¹. The frontier orbital gap (spin up / spin down) comes out at 6.87 / 6.32 eV. The value obtained for the energy above the lowest of the compared OMol25 structures with the same formula, charge and spin is 43.0 kJ/mol.

Element x y z (Å)
I -0.35342 -2.68213 -0.08349
Ru -1.21429 -0.19604 0.43471
O -2.35971 1.40006 3.58232
O -2.09220 1.56999 1.49292
O -4.33530 1.23620 -2.04996
O -3.16088 0.05141 -0.55508
N -2.47120 2.06358 2.58502
N -0.25705 -0.79498 2.81046
N -0.95427 0.28689 -2.08609
N -3.07750 -1.31747 1.57051
C 0.58099 0.77816 0.59207
C 1.16274 0.51041 -5.12046
C 3.30177 -1.78453 1.01971
C -2.09736 0.70478 -2.57249
C 2.85863 2.40767 0.66983
C -0.98324 -1.29290 3.99072
C 4.29482 0.40969 0.92837
C 1.85513 0.17689 0.79878
C -2.27839 1.12193 -3.90699
C 1.36104 -0.28706 -2.45728
C 3.01589 1.01059 0.81825
C -3.30393 -1.60543 2.99135
C -3.32002 0.69167 -1.66192
C 0.12660 0.21243 -2.92353
C -2.09274 -2.27545 3.63763
C 0.03034 0.61197 -4.28084
C -1.21443 1.08375 -4.75344
C 0.48153 2.13289 0.40729
C 2.08851 -1.19542 0.94053
C 2.34415 0.02216 -4.64076
C 1.62614 2.95442 0.46229
C 4.44388 -0.94598 1.00778
C 2.43647 -0.38459 -3.29489
H -1.70307 -3.05157 2.97061
H -0.28743 -1.77910 4.68261
H -1.30895 1.39776 -5.78694
H -1.41840 -0.43766 4.49730
H -4.17779 -2.25315 3.10958
H 0.37774 -1.51150 2.47577
H 1.06977 0.81774 -6.15603
H 1.44151 -0.61652 -1.43546
H 3.73869 3.04003 0.70983
H 1.51229 4.02308 0.33530
H -3.11415 -2.17560 1.03287
H -0.47484 2.59907 0.21681
H 5.16599 1.05478 0.92896
H 3.36905 -0.78868 -2.91867
H -2.41558 -2.76361 4.55903
H 3.20660 -0.06100 -5.28982
H 0.30582 0.00317 3.07514
H -3.51458 -0.66774 3.50278
H -3.79147 -0.70726 1.18888
H -3.26331 1.45353 -4.19997
H 3.40815 -2.86234 1.08540
H 5.43125 -1.38900 1.06271

Cartesian forces, eV/Å:
-0.0840 0.0186 -0.1855
-0.9438 0.5493 1.1703
0.1312 -0.3561 0.2658
0.7466 -1.0279 -1.8704
0.1056 -0.1902 0.1608
0.4894 -0.0258 0.1581
-0.4153 0.8534 0.8295
-0.2995 -0.0928 -0.0638
-0.1013 -0.0432 0.2592
0.2062 0.0584 -0.0581
-0.0227 0.1717 -0.2677
0.0705 -0.0148 -0.0499
-0.1376 -0.1374 -0.0021
-0.0964 -0.0300 0.0159
0.0106 0.1516 -0.0096
-0.0914 -0.1465 0.0187
0.0787 -0.0117 0.0211
-0.0209 0.0249 0.1737
0.0783 0.0460 -0.0611
0.0594 -0.0539 0.0483
-0.1841 -0.1647 -0.0220
0.2234 -0.1347 0.1788
0.0169 0.1770 -0.2640
0.0881 0.1225 -0.2068
0.0019 0.2238 -0.1550
-0.0001 -0.0507 0.1439
-0.1011 0.0134 0.0352
-0.0601 -0.1230 -0.1243
0.2760 0.0612 -0.0960
-0.0341 0.0270 -0.0459
0.1408 -0.0253 0.0192
0.0394 0.0569 0.0339
0.0080 -0.0026 0.0537
-0.0354 -0.0769 0.0656
0.0510 0.0193 -0.0172
0.0160 -0.0186 0.0199
0.0232 0.0406 0.0434
-0.0250 0.0013 -0.0742
0.0861 0.0120 0.0097
-0.0034 0.0023 0.0343
-0.0250 -0.0275 -0.0493
-0.0124 -0.0394 -0.0260
0.0011 -0.0141 -0.0015
-0.0552 -0.0745 -0.0597
-0.0729 -0.0134 0.0531
-0.0245 -0.0136 -0.0172
-0.0332 0.0309 -0.0017
0.0064 -0.0254 -0.0091
-0.0244 0.0052 0.0087
0.0213 0.1119 -0.0376
0.0000 0.0017 -0.0526
-0.0564 0.0521 -0.0273
0.0113 0.0155 0.0035
0.0005 0.0557 0.0112
-0.0276 0.0303 0.0201

Want to see where the charge sits? The Löwdin charges in e are: atom 1 (I): 0.42, atom 2 (Ru): 1.28, atom 3 (O): -0.07, atom 4 (O): -0.25, atom 5 (O): 0.08, atom 6 (O): -0.19, atom 7 (N): -0.20, atom 8 (N): -0.02, atom 9 (N): 0.11, atom 10 (N): -0.06, atom 11 (C): -0.26, atom 12 (C): -0.03, atom 13 (C): -0.10, atom 14 (C): -0.17, atom 15 (C): -0.02, atom 16 (C): -0.25, atom 17 (C): -0.04, atom 18 (C): -0.26, atom 19 (C): 0.02, atom 20 (C): -0.03, atom 21 (C): -0.16, atom 22 (C): -0.24, atom 23 (C): -0.58, atom 24 (C): -0.19, atom 25 (C): -0.19, atom 26 (C): -0.15, atom 27 (C): 0.01, atom 28 (C): -0.10, atom 29 (C): -0.14, atom 30 (C): -0.07, atom 31 (C): -0.05, atom 32 (C): -0.08, atom 33 (C): -0.05, atom 34 (H): 0.09, atom 35 (H): 0.11, atom 36 (H): 0.12, atom 37 (H): 0.09, atom 38 (H): 0.11, atom 39 (H): 0.00, atom 40 (H): 0.11, atom 41 (H): 0.03, atom 42 (H): 0.12, atom 43 (H): 0.11, atom 44 (H): 0.03, atom 45 (H): 0.10, atom 46 (H): 0.11, atom 47 (H): 0.11, atom 48 (H): 0.11, atom 49 (H): 0.11, atom 50 (H): 0.09, atom 51 (H): 0.10, atom 52 (H): 0.07, atom 53 (H): 0.12, atom 54 (H): 0.10, atom 55 (H): 0.11